Version A
ORCA calculation (ωB97M-V/def2-TZVPD) on an isolated molecule of C4H7N3O2.

XYZ file:
```
16
Properties=species:S:1:pos:R:3:lowdin_charge:R:1
H -0.828 -1.706 -0.074 0.08
H -2.234 -1.808 -0.938 0.07
C 1.465 0.286 -1.093 -0.23
O 0.958 1.372 -0.323 -0.05
H -1.952 1.815 0.275 0.11
C -1.358 0.906 0.258 -0.13
C 0.088 0.907 0.665 -0.32
H 0.184 -0.703 2.186 0.13
O 2.266 -0.546 -0.361 -0.06
N 1.628 -1.002 0.786 0.07
N -2.078 -0.030 -0.219 -0.03
C 0.624 -0.395 1.233 -0.12
H 0.567 -0.287 -1.473 0.14
N -1.551 -1.204 -0.576 0.01
H 2.109 0.732 -1.847 0.14
H 0.110 1.663 1.501 0.16
```

As for the structure (SMILES): N/N=C\[C@H]1C=NOCO1. The calculation puts the LUMO energy at 0.0323 hartree. The orbital gap is 10.1 eV.

=====

Version B
ORCA calculation (ωB97M-V/def2-TZVPD) on an isolated molecule of C4H7N3O2.

XYZ file:
```
16
Properties=species:S:1:pos:R:3:lowdin_charge:R:1
H 2.316 -0.298 -1.467 0.07
H 0.599 2.693 0.426 0.12
O -1.941 -1.524 0.038 0.03
H 1.820 1.174 0.811 0.19
N 2.344 -0.813 -0.574 -0.03
C -2.425 -0.247 -0.147 -0.54
C -0.130 0.817 0.206 -0.36
O -3.575 -0.019 0.043 0.10
H 2.561 -1.964 -0.958 0.20
H -0.057 -1.029 1.995 0.17
H -0.979 -1.628 -0.298 0.12
C -1.391 0.908 -0.345 0.01
N 0.937 1.713 0.184 0.02
N 1.358 -1.045 0.329 -0.15
C 0.376 -0.507 0.983 -0.13
H -1.814 1.770 -1.227 0.19
```

As for the structure (SMILES): N/N=C\C(N)=C/C(=O)O. The calculation puts the LUMO energy at 0.0148 hartree. The orbital gap is 9.4 eV.

=====

Result of the stability comparison: version A is the most stable of them.

=====

Version A
ORCA calculation (ωB97M-V/def2-TZVPD) on the ion C4H12N2O with charge +1.

XYZ file:
```
19
Properties=species:S:1:pos:R:3:mulliken_spin:R:1
C -0.251 1.887 0.170 0.58
H -2.670 0.912 1.510 0.00
H -0.691 -1.053 -0.489 0.04
H 0.910 -1.917 -1.663 -0.01
H -0.008 -1.363 1.119 0.02
C 0.005 -0.669 0.272 0.12
H 2.087 -0.233 0.358 0.03
O -1.097 2.579 -0.490 0.30
N 1.739 -1.660 -1.113 -0.01
C 1.322 -0.353 -0.405 0.05
H 0.790 2.262 0.272 -0.01
H 1.764 -2.444 -0.458 -0.01
N -2.112 0.642 0.704 0.00
H 2.537 -1.569 -1.741 0.00
H 1.158 0.353 -1.206 -0.10
C -0.647 0.676 0.937 -0.02
H -2.422 -0.236 0.304 0.00
H -0.197 0.764 1.936 0.02
H -2.219 1.423 -0.019 -0.01
```

The charge is +1. The calculation puts the LUMO energy (alpha / beta) at -0.1363 / -0.1398 hartree. The orbital gap (alpha / beta) is 4.4 / 8.2 eV. As for the spin multiplicity: 2.

=====

Version B
ORCA calculation (ωB97M-V/def2-TZVPD) on the ion C4H12N2O with charge +1.

XYZ file:
```
19
Properties=species:S:1:pos:R:3:mulliken_spin:R:1
C -0.420 0.263 -1.179 0.01
H 3.056 2.046 0.555 0.00
N -1.299 -0.760 1.458 0.01
O 2.468 1.330 0.759 0.01
C 1.924 0.722 -0.333 0.02
H -2.639 0.068 0.228 0.00
H 0.000 -0.012 -2.150 0.01
N 0.634 0.251 -0.163 0.76
H 2.508 -0.094 -0.832 0.09
H 0.229 0.350 0.782 -0.03
H -1.855 -1.247 -1.843 0.00
C -1.260 -1.026 -0.958 0.02
C -2.161 -0.923 0.284 0.00
H -0.973 -1.660 1.798 0.00
H -0.879 1.241 -1.240 0.03
H -2.979 -1.616 0.454 0.00
H -1.761 -0.407 2.280 0.00
H 1.976 1.355 -1.244 0.08
H -0.574 -1.870 -0.829 0.00
```

The charge is +1. The calculation puts the LUMO energy (alpha / beta) at -0.1021 / -0.2628 hartree. The orbital gap (alpha / beta) is 11.2 / 6.8 eV. As for the spin multiplicity: 2.

=====

Version C
ORCA calculation (ωB97M-V/def2-TZVPD) on a cluster of 2 separate species, C4H12N2O in total.

XYZ file:
```
19
Properties=species:S:1:pos:R:3:mulliken_spin:R:1
C -0.783 -0.519 0.192 0.11
N -2.022 -0.152 0.449 0.27
C -0.257 1.806 -0.653 0.00
N -0.143 2.374 0.693 0.01
H 0.430 1.822 1.316 0.00
C -0.008 0.288 -0.797 0.02
C -0.215 -1.607 0.859 0.48
H 1.067 0.115 -0.709 0.00
O 3.121 -1.879 -0.312 0.00
H 2.262 -2.223 -0.598 0.00
H -0.314 -0.054 -1.790 0.01
H 3.778 -2.436 -0.746 0.00
H 0.854 -1.759 0.795 0.09
H -1.060 2.374 1.115 0.00
H -1.252 2.036 -1.060 0.00
H -0.689 -2.042 1.727 0.02
H -2.512 -0.654 1.175 -0.01
H 0.350 2.400 -1.320 0.00
H -2.606 0.109 -0.335 0.00
```

The charge is +1. The calculation puts the LUMO energy (alpha / beta) at -0.1485 / -0.2830 hartree. The orbital gap (alpha / beta) is 9.4 / 5.7 eV. As for the spin multiplicity: 2.

=====

Result of the stability comparison: version C is the most stable of them.

=====

Version A
ORCA calculation (ωB97M-V/def2-TZVPD) on a cluster of 2 separate species, C4H9N in total.

XYZ file:
```
14
Properties=species:S:1:pos:R:3:mulliken_spin:R:1
H -1.581 1.344 -2.782 -0.17
H -4.928 1.544 -3.026 -0.02
C -4.133 0.930 -2.533 0.51
C 4.555 -0.068 4.102 0.00
H 4.670 0.324 3.068 0.00
H -1.316 -0.635 -2.143 0.00
H -3.881 0.903 -1.432 0.03
C 4.375 -1.317 4.432 0.00
H 4.209 -1.640 5.545 0.00
H 4.564 -2.147 3.744 0.00
C -1.758 0.208 -2.890 0.36
H -1.506 -0.013 -3.975 -0.02
N -3.287 0.151 -3.225 0.31
H 4.547 0.754 4.902 0.00
```

The charge is -1. The calculation puts the LUMO energy (alpha / beta) at 0.1010 / 0.1010 hartree. The orbital gap (alpha / beta) is 2.2 / 4.7 eV. As for the spin multiplicity: 2.

=====

Version B
ORCA calculation (ωB97M-V/def2-TZVPD) on the ion C4H9N with charge -1.

XYZ file:
```
14
Properties=species:S:1:pos:R:3:mulliken_spin:R:1
H 1.909 -0.239 1.711 -0.09
H -0.745 -1.396 -2.662 -0.07
H -1.510 -1.526 -0.907 -0.16
H 1.430 -0.433 -0.559 0.05
H -2.209 -0.768 -2.300 -0.16
H 1.317 0.864 2.774 -0.75
H -0.016 0.753 -2.041 -0.06
C 0.306 0.594 1.049 1.97
H -1.299 1.082 -0.641 -0.22
C 0.511 0.078 -0.129 0.15
N 1.102 0.071 2.145 -0.19
C -0.542 0.299 -1.119 0.22
C -1.262 -0.933 -1.763 0.50
H -0.673 0.939 1.389 -0.19
```

The charge is -1. The calculation puts the LUMO energy (alpha / beta) at 0.1596 / 0.1569 hartree. The orbital gap (alpha / beta) is 2.8 / 8.5 eV. As for the spin multiplicity: 2.

=====

Version C
ORCA calculation (ωB97M-V/def2-TZVPD) on the ion C4H9N with charge -1.

XYZ file:
```
14
Properties=species:S:1:pos:R:3:mulliken_spin:R:1
C 0.540 -0.717 -1.781 0.78
H -1.061 -1.689 -0.468 -0.26
H -0.129 -0.704 -2.699 0.14
H 0.655 1.762 0.914 -0.79
H 1.109 -1.624 -1.917 0.08
H 0.657 0.064 2.318 -0.42
N 0.293 1.338 0.142 1.05
H -1.030 0.704 2.286 -0.25
H 0.594 1.692 -0.861 -0.32
C -0.397 -0.051 1.882 1.39
H -0.823 -1.032 1.974 -0.35
C -0.394 -0.810 -0.577 -1.71
C -0.276 0.121 0.369 2.28
H 1.139 0.201 -1.909 -0.60
```

The charge is -1. The calculation puts the LUMO energy (alpha / beta) at 0.1593 / 0.1663 hartree. The orbital gap (alpha / beta) is 2.9 / 8.1 eV. As for the spin multiplicity: 2.

=====

Result of the stability comparison: version C is the most stable of them.

=====

Version A
ORCA calculation (ωB97M-V/def2-TZVPD) on a cluster of 2 separate species, BrH2PS in total.

XYZ file:
```
5
Properties=species:S:1:pos:R:3:lowdin_charge:R:1
S -0.628 2.833 -0.175 -0.11
H -0.495 -1.685 -0.328 -0.32
H 1.234 -0.693 -0.573 -0.26
P 0.782 -1.971 -0.266 0.60
Br -0.892 1.516 1.342 0.09
```

The calculation puts the LUMO energy (alpha / beta) at -0.0492 / -0.0900 hartree. The orbital gap (alpha / beta) is 7.9 / 6.5 eV.

=====

Version B
ORCA calculation (ωB97M-V/def2-TZVPD) on an isolated molecule of BrH2PS.

XYZ file:
```
5
Properties=species:S:1:pos:R:3:lowdin_charge:R:1
H 0.276 -0.026 -1.091 -0.06
H -0.173 -0.226 0.927 -0.14
Br -2.624 0.189 0.042 0.07
S 0.463 2.495 -0.047 0.12
P -0.235 0.692 0.002 0.01
```

As for the structure (SMILES): S=[PH2]Br. The calculation puts the LUMO energy at -0.0368 hartree. The orbital gap is 8.9 eV.

=====

Result of the stability comparison: version B is the most stable of them.

=====

Version A
ORCA calculation (ωB97M-V/def2-TZVPD) on an isolated molecule of C6H9F.

XYZ file:
```
16
Properties=species:S:1:pos:R:3:lowdin_charge:R:1
H -1.328 -1.276 1.514 0.11
H -2.017 -0.483 -1.131 0.11
C -0.755 -1.004 0.601 -0.15
C -0.410 1.045 -0.867 -0.13
H -0.604 -1.940 0.063 0.11
H 0.344 0.587 1.509 0.13
H -2.227 0.593 0.260 0.10
F 2.825 -0.992 0.047 0.00
C 0.539 -0.252 0.865 -0.19
H -0.550 1.305 -1.879 0.08
H -0.429 2.027 -0.309 0.12
H 2.485 0.789 0.956 0.15
C 1.951 0.017 0.407 -0.20
C 0.834 0.222 -0.540 -0.21
H 0.829 -0.669 -1.181 0.15
C -1.487 0.030 -0.315 -0.16
```

As for the structure (SMILES): FC1[C@@H]2CCC[C@@H]12. The calculation puts the LUMO energy at 0.0426 hartree. The orbital gap is 10.2 eV.

=====

Version B
ORCA calculation (ωB97M-V/def2-TZVPD) on an isolated molecule of C6H9F.

XYZ file:
```
16
Properties=species:S:1:pos:R:3:lowdin_charge:R:1
H -0.568 0.909 -1.861 0.09
C -0.668 -0.018 -1.276 -0.05
C -0.371 -0.117 1.198 -0.30
C 1.608 0.256 -0.151 -0.13
H -2.085 0.430 2.327 0.09
H -1.829 -1.328 2.208 0.10
H -2.448 -0.420 0.782 0.07
C 0.164 0.032 -0.021 -0.25
C 2.253 0.422 -1.313 0.02
H 2.205 0.296 0.772 0.11
H 3.324 0.577 -1.339 0.05
H -1.726 -0.213 -1.062 0.06
H -0.307 -0.832 -1.923 0.09
C -1.771 -0.359 1.641 -0.02
F 0.448 -0.053 2.274 0.04
H 1.772 0.416 -2.256 0.03
```

As for the structure (SMILES): C=C/C(C)=C(/C)F. The calculation puts the LUMO energy at 0.0373 hartree. The orbital gap is 9.5 eV.

=====

Version C
ORCA calculation (ωB97M-V/def2-TZVPD) on a structure of composition C6H9F.

XYZ file:
```
16
Properties=species:S:1:pos:R:3:lowdin_charge:R:1
C -0.894 0.846 -1.075 -0.17
H -1.669 -0.862 -1.985 0.10
H -0.009 -1.959 0.407 0.18
F 1.376 -0.905 1.698 -0.16
H -1.896 1.175 -1.471 0.11
C 0.314 -1.555 -1.014 -0.16
C 0.593 1.169 0.882 -0.12
H 1.499 -0.817 -1.195 0.17
H 0.316 0.320 2.970 0.16
H 0.290 2.651 -0.503 0.13
H -0.550 -0.453 1.502 0.06
C -0.081 1.591 -0.199 -0.16
H 0.002 -2.844 -1.812 0.17
C -0.767 -0.499 -1.376 -0.26
H 1.185 2.066 1.358 0.13
C 0.290 0.075 1.814 -0.18
```

The calculation puts the LUMO energy at 0.0108 hartree. The orbital gap is 9.2 eV.

=====

Result of the stability comparison: version B is the most stable of them.

=====

Version A
ORCA calculation (ωB97M-V/def2-TZVPD) on a cluster of 2 separate species, C8H19NO in total.

XYZ file:
```
29
Properties=species:S:1:pos:R:3:lowdin_charge:R:1
C -2.526 -0.955 -1.181 -0.32
N 2.270 0.100 0.563 -0.12
H -2.802 -1.627 -1.989 0.08
H 3.253 -1.689 1.064 0.09
H -0.459 -1.418 1.326 0.07
C 0.963 0.301 1.432 -0.15
C 2.480 1.463 0.088 -0.56
H 1.177 -0.004 2.512 0.13
O 2.781 2.291 0.841 0.16
C 2.420 1.520 -1.356 0.01
H 4.395 -0.520 0.660 0.10
H -4.025 -0.522 0.360 0.07
H 2.559 0.439 -1.834 0.14
H -0.999 -0.176 2.111 0.08
H -1.371 -1.151 -0.854 0.11
C -0.447 -0.349 1.224 -0.07
H 0.784 1.260 1.483 0.04
H -0.397 -0.120 0.250 0.00
H -4.375 -1.913 -0.452 0.05
H 3.601 -0.360 2.189 0.07
H -2.944 -1.824 0.763 0.07
C 3.388 -0.572 1.144 -0.12
C -2.599 0.592 -1.644 -0.10
H -2.611 0.610 -2.711 0.03
H -3.742 0.809 -1.350 0.10
H 3.161 2.112 -1.619 0.03
H -1.838 1.315 -1.197 0.07
H 1.407 1.782 -1.721 0.10
C -3.506 -1.397 -0.102 -0.15
```

As for the structure (SMILES): CCN(C)C(C)=O.CCC. The calculation puts the LUMO energy at 0.0317 hartree. The orbital gap is 9.5 eV.

=====

Version B
ORCA calculation (ωB97M-V/def2-TZVPD) on an isolated molecule of C8H19NO.

XYZ file:
```
29
Properties=species:S:1:pos:R:3:lowdin_charge:R:1
C -0.148 0.294 0.467 -0.50
O -1.217 1.175 0.719 -0.01
H -2.694 -3.348 0.251 0.06
H 0.794 1.590 -1.159 0.11
C 0.323 -0.390 1.748 -0.02
H -0.034 0.137 -2.528 0.07
H 2.259 3.007 0.236 0.08
H -1.506 0.820 -1.806 0.09
H 2.212 -0.464 -1.093 0.07
H 1.782 2.116 1.676 0.07
H 0.182 -1.459 -0.701 0.12
H -1.516 -0.799 -2.520 0.08
H 0.898 0.297 2.366 0.08
C -0.924 -0.088 -1.945 -0.07
C -0.580 -0.687 -0.589 -0.27
N -1.898 -2.913 -0.204 -0.02
H 0.943 -1.251 1.518 0.09
H -0.534 -0.737 2.323 0.08
H -2.822 -1.057 -0.561 0.10
C 1.456 2.413 0.678 -0.08
C 2.402 0.372 -0.423 -0.08
H -1.012 1.676 1.516 0.10
C 1.150 1.205 -0.201 -0.32
H -2.173 -1.296 1.027 0.09
H 3.190 0.979 -0.874 0.08
H 2.785 -0.014 0.520 0.08
H 0.591 3.067 0.771 0.07
C -1.960 -1.477 -0.025 -0.22
H -1.948 -3.167 -1.185 0.06
```

As for the structure (SMILES): CC(C)[C@@](C)(O)[C@H](C)CN. The calculation puts the LUMO energy at 0.0329 hartree. The orbital gap is 9.7 eV.

=====

Version C
ORCA calculation (ωB97M-V/def2-TZVPD) on an isolated molecule of C8H19NO.

XYZ file:
```
29
Properties=species:S:1:pos:R:3:lowdin_charge:R:1
H 2.985 1.425 2.465 0.07
C -1.024 -1.984 -0.634 -0.08
N 2.879 0.459 2.151 -0.01
H 1.382 -1.126 -1.742 0.08
O 1.474 0.202 2.327 -0.25
H -0.923 1.195 2.302 0.08
H -1.784 -0.201 1.674 0.08
H -1.520 -2.464 -1.489 0.09
C 0.875 -0.543 1.032 -0.09
C 0.585 1.742 0.027 -0.05
C -0.084 0.439 0.452 -0.43
H 0.218 2.135 -0.924 0.07
H 1.726 -0.777 0.392 0.11
H 0.418 -1.425 1.480 0.11
H -2.678 0.141 -0.872 0.08
H 3.327 -0.114 2.868 0.07
H -2.150 -0.291 -2.494 0.08
H 0.458 2.546 0.758 0.09
H 0.116 -1.138 -2.955 0.09
H 0.760 0.397 -2.422 0.08
C -1.825 0.178 -1.556 -0.08
C -0.599 -0.550 -0.979 -0.47
H 1.667 1.640 -0.120 0.08
H -1.986 1.400 0.916 0.08
C -1.268 0.717 1.380 -0.05
C 0.481 -0.601 -2.069 -0.07
H -1.728 -2.010 0.202 0.08
H -0.168 -2.621 -0.390 0.08
H -1.614 1.227 -1.780 0.08
```

As for the structure (SMILES): CC(C)(C)C(C)(C)CON. The calculation puts the LUMO energy at 0.0305 hartree. The orbital gap is 9.8 eV.

=====

Result of the stability comparison: version B is the most stable of them.